H4O2 | ωB97M-V with the def2-TZVPD basis set

```
6
Properties=species:S:1:pos:R:3:forces:R:3
H 0.662 1.825 0.996 0.4 -0.4 -0.6
H 1.806 0.823 0.907 -0.3 0.1 -0.4
H -1.865 -1.667 -0.930 0.7 0.1 0.5
H -1.117 -0.418 -0.548 0.3 0.5 0.1
O 1.163 1.291 0.347 -0.2 0.3 0.9
O -1.099 -1.361 -0.400 -0.9 -0.6 -0.5
```
Positions in Å, forces in eV/Å.

Values from the calculation:
SMILES ... O.O
Lowest unoccupied orbital energy ... 0.901 eV
Kohn-Sham gap ... 0.4507 Ha
Energy relative to the best compared isomer or geometry (same formula, charge and spin) ... 4.15 kcal per mole
HOMO energy ... -0.4176 hartree

natural (NBO) atomic charge list, values in e, 5 entries: atom 1 (H): 0.467, atom 2 (H): 0.472, atom 3 (H): 0.463, atom 4 (H): 0.471, atom 5 (O): -0.939

***

C31H25BrDyGeIO2 | ωB97M-V with the def2-TZVPD basis set

```
62
Properties=species:S:1:pos:R:3:forces:R:3
Dy 9.448 13.959 10.775 -1.1 -0.6 -0.6
I 11.450 12.927 8.759 0.1 -0.9 1.5
C 11.080 11.675 10.685 -1.0 -2.0 -1.4
C 12.159 10.866 10.986 1.3 2.7 -1.0
C 12.028 9.601 11.497 -0.4 -2.7 1.5
C 10.794 8.993 11.619 -0.2 -0.1 0.0
C 9.612 9.663 11.243 0.8 1.1 -0.9
C 8.316 9.131 11.253 -1.5 -0.2 1.1
C 7.196 9.940 11.072 -0.9 -1.6 -1.3
C 7.322 11.261 10.608 -0.3 -1.5 1.7
C 8.570 11.762 10.709 0.4 3.5 -1.8
C 9.722 11.031 10.791 1.3 -0.6 1.3
H 13.156 11.304 10.782 -0.6 -0.6 0.1
H 12.864 8.954 11.828 -0.2 1.0 -0.4
H 10.656 7.995 12.046 0.5 0.2 -0.3
H 8.091 8.092 11.545 0.6 0.5 0.0
H 6.187 9.458 11.184 1.0 0.5 -0.2
H 6.456 11.861 10.394 -0.2 0.2 0.1
O 10.991 14.838 12.188 -1.1 1.5 -0.4
C 10.263 15.910 12.086 0.3 1.1 1.1
O 8.981 15.862 11.966 1.8 -0.6 0.0
C 10.912 17.312 11.997 0.1 -0.6 0.5
C 11.921 17.331 10.845 -0.2 -0.3 -1.0
Ge 12.507 19.040 10.035 0.1 0.4 -0.1
C 10.991 20.272 10.261 1.2 -0.2 -0.9
C 9.704 19.813 10.135 -0.9 1.2 0.5
C 8.657 20.727 10.335 -0.2 -0.3 -0.1
C 8.909 22.079 10.550 1.3 -1.0 0.1
C 10.229 22.559 10.523 -0.7 -1.2 -0.5
C 11.247 21.644 10.361 0.5 -0.3 -0.3
C 14.151 19.870 10.791 -0.9 -0.3 -0.3
C 14.578 19.620 12.098 -0.1 0.0 0.2
C 15.664 20.281 12.606 1.6 0.9 0.6
C 16.432 21.184 11.832 -1.6 -0.7 -0.4
C 16.037 21.392 10.511 -0.8 -0.7 0.9
C 14.867 20.783 10.017 1.2 0.1 0.0
C 12.954 18.763 8.116 -0.3 -1.1 0.5
C 14.226 18.295 7.752 0.1 0.7 -2.0
C 14.543 18.194 6.355 -0.2 0.0 1.3
C 13.596 18.490 5.378 0.3 0.0 -0.6
C 12.301 18.762 5.755 -1.5 0.0 0.9
C 11.971 18.828 7.126 -0.1 1.3 -0.8
H 11.491 17.513 12.928 -0.7 -0.1 -0.4
H 10.073 18.014 11.872 0.6 -0.2 0.2
H 11.531 16.760 9.968 0.2 0.3 0.5
H 12.822 16.819 11.145 0.3 -0.4 0.1
H 9.451 18.796 9.917 0.0 -0.5 0.0
H 7.645 20.317 10.318 0.2 0.4 0.0
H 8.134 22.738 10.804 -1.1 0.8 0.0
H 10.427 23.600 10.517 0.2 0.8 0.3
H 12.283 21.939 10.191 -0.2 0.3 0.5
H 14.093 18.969 12.831 -0.3 -0.1 -0.7
H 15.948 20.084 13.650 -0.1 0.2 -0.5
H 17.215 21.779 12.247 0.6 0.0 0.3
H 16.615 22.009 9.864 0.3 0.6 -0.3
H 14.653 21.032 8.975 -0.4 -0.4 0.3
H 15.015 18.170 8.487 -0.1 -0.1 -0.1
H 15.533 17.886 6.047 0.1 0.1 0.1
H 13.850 18.560 4.305 0.1 -0.4 0.7
H 11.461 18.929 5.046 1.0 -0.1 0.3
H 10.952 19.184 7.353 0.5 -0.4 0.2
Br 8.086 14.922 8.723 -0.1 0.2 -0.2
```
Positions in Å, forces in eV/Å.

Values from the calculation:
Lowest unoccupied orbital energy (alpha / beta) ... -1.638 / -1.622 eV
Spin multiplicity ... 6
Kohn-Sham gap (alpha / beta) ... 0.2362 / 0.2348 Ha
Energy relative to the best compared isomer or geometry (same formula, charge and spin) ... 29.37 kcal per mole
HOMO energy (alpha / beta) ... -0.2964 / -0.2944 hartree

Löwdin atomic charge list, values in e, 5 entries: atom 1 (Dy): 1.068, atom 2 (I): 0.867, atom 3 (C): -0.467, atom 4 (C): -0.184, atom 5 (C): -0.086

***

C6H5ClF3N | ωB97M-V with the def2-TZVPD basis set

```
16
Properties=species:S:1:pos:R:3:forces:R:3
C 0.157 -1.481 0.053 0.3 2.3 -0.2
C 1.079 -0.436 0.017 -0.9 -1.0 0.1
C 0.289 0.748 -0.044 -0.8 -0.3 -0.5
C -1.045 0.392 -0.134 0.9 1.0 1.7
C -2.285 1.204 0.003 0.3 -3.4 -0.8
C 2.554 -0.529 0.010 1.8 0.8 -1.3
N -1.078 -0.952 -0.037 -1.8 -0.3 0.2
F 3.096 -1.768 -0.038 -1.0 0.2 0.3
F 3.101 0.110 -1.092 -0.8 -0.4 0.1
F 3.145 0.125 1.014 -0.3 -0.2 0.9
Cl 0.783 2.370 -0.027 0.5 0.5 0.0
H 0.168 -2.489 0.164 0.9 -2.7 0.2
H -2.694 1.239 -0.939 -1.0 0.7 -2.6
H -3.088 0.735 0.526 -0.2 -0.8 1.0
H -2.195 2.132 0.359 0.9 3.6 1.4
H -1.987 -1.400 0.165 1.3 0.0 -0.4
```
Positions in Å, forces in eV/Å.

Values from the calculation:
SMILES ... Cc1[nH]cc(C(F)(F)F)c1Cl
Lowest unoccupied orbital energy ... 0.574 eV
Kohn-Sham gap ... 0.3392 Ha
Energy relative to the best compared isomer or geometry (same formula, charge and spin) ... 0.00 kcal per mole
HOMO energy ... -0.3181 hartree

natural (NBO) atomic charge list, values in e, 5 entries: atom 1 (C): -0.003, atom 2 (C): -0.256, atom 3 (C): -0.102, atom 4 (C): 0.119, atom 5 (C): -0.635

***

C27H31ClCuGeNSi2 | ωB97M-V with the def2-TZVPD basis set

```
64
Properties=species:S:1:pos:R:3:forces:R:3
Cu 10.424 3.093 14.589 1.6 -0.3 -1.0
C 7.013 2.813 15.353 0.0 -0.1 0.4
Si 8.765 2.219 15.759 -2.2 -1.7 1.7
C 8.927 0.329 15.514 -0.1 -0.1 -1.0
C 8.987 2.391 17.586 1.9 1.9 0.1
C 8.694 1.598 18.660 -0.9 -1.1 0.3
C 9.151 1.877 19.977 -0.9 -1.8 -1.1
C 9.940 2.947 20.187 0.9 0.8 -0.2
C 10.200 3.827 19.090 1.0 1.0 2.3
C 9.806 3.576 17.828 -1.1 -1.5 -1.2
Si 10.148 4.610 16.278 -0.9 0.6 2.0
C 11.766 5.560 16.369 0.8 -0.1 0.2
C 8.786 5.893 16.267 -0.2 0.2 -0.2
H 7.040 3.700 14.757 0.0 0.8 -0.3
H 6.500 3.082 16.315 0.4 -0.4 -0.9
H 6.425 2.122 14.744 0.0 -0.2 0.4
H 8.361 -0.161 16.334 0.3 0.5 -0.3
H 9.947 -0.087 15.525 -0.4 0.3 0.0
H 8.420 0.040 14.574 0.4 0.0 0.3
H 8.110 0.670 18.498 0.3 0.6 0.2
H 8.924 1.117 20.737 0.2 0.6 -0.2
H 10.464 2.985 21.146 -0.3 0.7 -0.3
H 10.732 4.768 19.298 0.1 -0.5 0.0
H 12.233 5.507 17.390 -0.9 0.2 -0.6
H 11.647 6.606 16.031 0.0 -0.5 0.3
H 12.559 5.142 15.769 0.3 -0.2 -0.6
H 8.177 5.766 17.170 0.2 -0.1 -0.1
H 8.092 5.792 15.420 0.3 0.5 0.1
H 9.275 6.889 16.348 -0.5 -0.5 -0.4
Cl 13.604 -0.014 11.037 0.0 0.2 0.3
C 13.522 0.827 12.543 -0.3 0.0 0.5
C 14.622 1.018 13.345 0.2 0.7 1.1
C 14.474 1.699 14.585 -0.4 -0.2 -1.2
C 13.218 2.209 14.909 0.3 -0.2 -0.2
N 12.132 2.061 14.098 1.0 -0.5 0.3
C 12.305 1.328 12.991 -0.7 0.2 -0.8
H 15.590 0.680 13.030 0.3 -0.2 -0.1
H 15.352 1.866 15.211 -0.5 -0.1 -0.1
H 13.068 2.733 15.849 -0.1 0.0 -0.2
H 11.441 1.154 12.350 0.0 0.2 0.2
Ge 9.576 4.419 12.729 -0.8 0.7 -2.3
C 9.109 3.119 11.291 0.0 0.1 0.5
C 9.955 2.859 10.231 0.4 -1.4 -0.3
C 9.826 1.667 9.496 0.7 -0.6 -0.2
C 8.810 0.734 9.760 -0.5 1.8 0.3
C 7.767 1.220 10.561 0.2 -0.4 0.9
C 7.946 2.350 11.362 0.0 -0.2 0.3
C 10.698 5.756 11.760 0.5 0.4 0.4
C 10.113 6.884 11.197 -1.6 0.6 0.4
C 10.818 7.851 10.465 -0.9 1.3 0.2
C 12.152 7.631 10.159 0.4 0.5 0.1
C 12.752 6.462 10.640 -0.3 -0.2 0.1
C 12.064 5.628 11.520 0.7 -1.1 0.1
H 8.108 4.922 12.849 0.3 0.3 0.7
H 10.822 3.456 10.029 0.3 0.4 0.0
H 10.641 1.420 8.791 -0.6 0.1 0.3
H 8.757 -0.276 9.396 0.2 0.0 -0.5
H 6.872 0.643 10.777 0.1 -0.1 -0.3
H 7.201 2.565 12.129 0.0 0.0 -0.2
H 9.042 7.064 11.432 0.8 0.0 -0.4
H 10.311 8.867 10.232 0.9 -2.0 0.2
H 12.737 8.450 9.692 -0.4 -1.0 0.0
H 13.734 6.107 10.352 0.2 0.6 0.1
H 12.673 4.845 12.019 -0.6 0.3 -0.5
```
Positions in Å, forces in eV/Å.

Values from the calculation:
Lowest unoccupied orbital energy (alpha / beta) ... -4.233 / -5.424 eV
Spin multiplicity ... 2
Charge ... +1
Kohn-Sham gap (alpha / beta) ... 0.2446 / 0.2245 Ha
Energy relative to the best compared isomer or geometry (same formula, charge and spin) ... 0.00 kcal per mole
HOMO energy (alpha / beta) ... -0.4001 / -0.4238 hartree

Löwdin atomic charge list, values in e, 5 entries: atom 1 (Cu): 0.123, atom 2 (C): -0.171, atom 3 (Si): 0.525, atom 4 (C): -0.166, atom 5 (C): -0.304

***

C2H2FNO2 | ωB97M-V with the def2-TZVPD basis set

```
8
Properties=species:S:1:pos:R:3:forces:R:3
C -0.142 0.074 -0.058 -6.3 2.3 -0.7
C -1.787 0.512 0.093 7.5 -0.3 -0.7
N -2.773 -0.462 0.038 1.0 -2.8 0.1
O -2.366 -1.643 0.101 -0.5 1.2 0.1
O -3.900 -0.127 -0.137 -1.8 0.6 -0.1
F -2.219 1.771 0.054 0.6 -1.3 0.1
H 0.335 0.981 -0.562 -0.1 -1.7 1.2
H 0.106 -1.040 -0.078 -0.4 2.1 0.0
```
Positions in Å, forces in eV/Å.

Values from the calculation:
SMILES ... C=C(F)[N+](=O)[O-]
Lowest unoccupied orbital energy (alpha / beta) ... -1.495 / -1.797 eV
Kohn-Sham gap (alpha / beta) ... 0.3161 / 0.3172 Ha
Energy relative to the best compared isomer or geometry (same formula, charge and spin) ... 162.83 kcal per mole
HOMO energy (alpha / beta) ... -0.3710 / -0.3833 hartree

natural (NBO) atomic charge list, values in e, 5 entries: atom 1 (C): -0.359, atom 2 (C): 0.490, atom 3 (N): 0.410, atom 4 (O): -0.407, atom 5 (O): -0.333

***

C6H9N | ωB97M-V with the def2-TZVPD basis set

```
16
Properties=species:S:1:pos:R:3:forces:R:3
C -1.830 0.689 -0.399 -0.6 0.5 -0.7
C -0.351 0.614 -0.254 0.0 -1.0 0.2
C 0.622 1.395 -0.805 -0.2 -0.1 0.7
N 1.854 0.902 -0.442 -0.7 1.5 -0.6
C 1.673 -0.169 0.360 0.5 -0.6 0.2
C 0.328 -0.407 0.489 0.5 -0.7 -0.6
C -0.177 -1.772 0.879 -0.8 0.2 -0.5
H -2.221 0.693 -1.423 0.6 0.0 -0.2
H -2.341 -0.164 0.034 0.1 0.1 0.5
H -2.215 1.631 -0.006 -0.2 -0.2 0.4
H 0.516 2.362 -1.221 0.1 0.6 -0.7
H 2.642 1.487 -0.653 0.5 -0.6 0.4
H 2.492 -0.807 0.657 0.0 0.2 0.0
H -0.263 -1.968 1.936 0.0 0.1 0.4
H 0.428 -2.552 0.433 0.4 -0.1 0.1
H -1.158 -1.934 0.416 0.0 0.1 0.3
```
Positions in Å, forces in eV/Å.

Values from the calculation:
SMILES ... Cc1c[nH]cc1C
Lowest unoccupied orbital energy ... 1.082 eV
Kohn-Sham gap ... 0.3340 Ha
Energy relative to the best compared isomer or geometry (same formula, charge and spin) ... 13.27 kcal per mole
HOMO energy ... -0.2942 hartree

natural (NBO) atomic charge list, values in e, 5 entries: atom 1 (C): -0.635, atom 2 (C): -0.085, atom 3 (C): -0.087, atom 4 (N): -0.500, atom 5 (C): -0.061